--- A ---
Molecular formula: H2KO
Method: DFT, ωB97M-V with the def2-TZVPD basis set

Structure (ORCA input):
```
! wB97M-V def2-TZVPD RIJCOSX def2/J DEFGRID3
* xyz 1 1
O 0.17756 -0.51388 0.24438
H 0.69460 -1.32654 0.44567
H 0.14858 -0.47542 -0.73844
K -1.02074 2.31583 0.04839
*
```

**Frontier orbital gap**: 11.64 eV

=====

--- B ---
Molecular formula: H2KO
Method: DFT, ωB97M-V with the def2-TZVPD basis set

Structure (ORCA input):
```
! wB97M-V def2-TZVPD RIJCOSX def2/J DEFGRID3
* xyz 1 1
O -0.96267 -0.29512 0.54911
H -0.94254 -1.01070 1.22424
H -1.87169 0.07682 0.60892
K 3.77690 1.22899 -2.38228
*
```

**Frontier orbital gap**: 9.38 eV

=====

--- C ---
Molecular formula: H2KO
Method: DFT, ωB97M-V with the def2-TZVPD basis set

Structure (ORCA input):
```
! wB97M-V def2-TZVPD RIJCOSX def2/J DEFGRID3
* xyz 1 1
O 0.31238 -1.10627 -1.19159
H 0.40901 -0.28480 -1.72460
H -0.56970 -1.46268 -1.44290
K -0.15168 2.85375 4.35909
*
```

**Frontier orbital gap**: 8.97 eV

=====

The most stable arrangement is A, and the next structure is 26.8 kJ/mol less stable.

=====

--- A ---
Molecular formula: C4H7P
Method: DFT, ωB97M-V with the def2-TZVPD basis set

Structure (ORCA input):
```
! wB97M-V def2-TZVPD RIJCOSX def2/J DEFGRID3
* xyz 0 1
C -3.13374 -0.00575 0.16856
C -1.82170 -0.19534 -0.02650
P -0.52774 1.08644 -0.07832
C 0.93532 0.02396 -0.01157
C 2.34879 0.48746 0.16240
H -3.80476 -0.79505 -0.13693
H -3.51464 0.91142 0.58533
H -1.21924 -1.10472 -0.14762
H 0.73338 -1.08920 -0.07160
H 2.93196 0.12018 -0.71746
H 2.52983 1.50438 0.03140
H 2.63846 0.21673 1.07206
*
```

**Structure (SMILES)**: C=C/P=C/C
**Frontier orbital gap**: 8.28 eV

=====

--- B ---
Molecular formula: C4H7P
Method: DFT, ωB97M-V with the def2-TZVPD basis set

Structure (ORCA input):
```
! wB97M-V def2-TZVPD RIJCOSX def2/J DEFGRID3
* xyz 0 1
C 2.65698 0.68910 -0.35104
C 1.24906 0.76692 -0.15579
C 0.05216 0.72681 0.08845
P -1.78192 1.10853 -0.02811
C -2.40170 -0.68638 -0.00040
H 2.78959 0.22478 -1.32535
H 3.25220 1.68469 -0.30106
H 3.22388 0.12313 0.29706
H -1.89894 1.46134 1.24117
H -3.19041 -0.80120 -0.72434
H -2.57504 -1.05065 0.94512
H -1.65980 -1.22529 -0.43230
*
```

**Structure (SMILES)**: CC#CPC
**Frontier orbital gap**: 9.75 eV

=====

The most stable arrangement is B, and the next structure is 14.5 kJ/mol less stable.

=====

--- A ---
Molecular formula: C3H5N3S
Method: DFT, ωB97M-V with the def2-TZVPD basis set

Structure (ORCA input):
```
! wB97M-V def2-TZVPD RIJCOSX def2/J DEFGRID3
* xyz 0 1
C 1.99267 -0.43895 1.24844
C 0.26601 1.14243 -1.61629
C -1.33836 -0.32401 0.86885
N 0.88600 -0.68557 0.89266
N -0.41171 0.45352 -2.33213
N -0.13628 -0.83433 0.29409
S 0.96044 2.24104 -0.74128
H 2.83721 -0.83401 1.66921
H -1.12334 0.05633 1.91011
H -1.76808 0.34123 0.08696
H -2.01537 -1.20624 0.93546
H -0.14919 0.08856 -3.21609
*
```

**Frontier orbital gap**: 8.95 eV

=====

--- B ---
Molecular formula: C3H5N3S
Method: DFT, ωB97M-V with the def2-TZVPD basis set

Structure (ORCA input):
```
! wB97M-V def2-TZVPD RIJCOSX def2/J DEFGRID3
* xyz 0 1
C -0.98776 -0.59427 -1.16370
N 0.12035 -0.33830 -0.18096
C 1.15467 -0.91080 0.57575
N 1.51315 -0.19737 1.58471
N 0.76713 0.97734 1.38626
C 0.00879 1.02387 0.32623
S -1.08956 2.17665 -0.12201
H -0.83516 0.04605 -1.96938
H -2.04580 -0.50398 -0.78990
H -0.88844 -1.49974 -1.93888
H 1.38634 -2.01057 0.48545
H 0.89628 1.83111 1.80642
*
```

**Structure (SMILES)**: Cn1cn[nH]c1=S
**Frontier orbital gap**: 9.15 eV

=====

The most stable arrangement is B, and the next structure is 237.7 kJ/mol less stable.